[1]
# C8H8Si

A 2-piece molecular cluster, C8H8Si overall (ωB97M-V/def2-TZVPD, OMol25).

Each line ends with the Mulliken charge.
Geometry (Å):
C  -0.3845  -1.9425  -2.2421  -0.260
C  0.1442  -2.2480  -1.0739  -0.490
C  -0.5805  -0.6341  -2.6280  -0.477
C  0.6764  -1.2430  -0.2173  -0.042
C  -0.0505  0.4312  -1.7969  -0.176
C  0.6742  0.0684  -0.6521  -0.344
C  0.6639  0.9572  2.8227  -0.374
C  0.6789  1.6365  1.7205  -0.132
Si  -0.3897  2.7906  2.7061  0.238
H  -0.4951  -2.8372  -2.8336  0.313
H  0.3351  -3.2318  -0.7513  0.366
H  -1.0998  -0.4856  -3.5257  0.404
H  0.8437  -1.5552  0.7807  0.327
H  -0.3483  1.4685  -1.9399  0.385
H  0.7669  0.0308  3.4105  0.367
H  -1.7576  2.8538  2.9543  -0.054
H  0.3227  3.9405  3.2660  -0.054

Summary:
* energy above the lowest of the compared OMol25 structures with the same formula, charge and spin: 479.94 kJ/mol
* LUMO energy (alpha / beta): -0.68 / -0.14 eV

***

[2]
# C8H9BN2OS

C8H9BN2OS as an isolated structure (ωB97M-V/def2-TZVPD, OMol25).

Each line ends with the Mulliken charge.
Geometry (Å):
C  2.1755  -0.8313  0.4756  -0.960
C  2.1920  -0.4053  -1.0352  -0.506
B  0.9921  0.6469  -1.2805  0.289
O  1.1187  1.6696  -2.2234  -0.567
C  -0.3099  0.4739  -0.3624  0.528
C  -0.6490  1.5184  0.4554  -0.697
C  -1.7889  1.4357  1.3601  -0.633
C  -2.5399  0.3023  1.4096  -0.677
C  -2.2381  -0.8066  0.5452  0.639
N  -2.8888  -1.9899  0.4705  -0.635
S  -2.0642  -2.8356  -0.6389  0.149
N  -0.8634  -1.8265  -1.1026  -0.520
C  -1.1070  -0.7335  -0.3535  0.750
H  1.3275  -1.4951  0.7113  0.215
H  2.1719  0.0380  1.1514  0.295
H  3.0812  -1.4432  0.6576  0.352
H  3.1181  0.1676  -1.2277  0.312
H  2.0428  -1.2639  -1.7100  0.325
H  1.6384  2.3898  -1.8368  0.312
H  -0.0458  2.4313  0.4253  0.284
H  -1.9768  2.2994  2.0044  0.366
H  -3.3865  0.2580  2.1045  0.378

Summary:
* energy above the lowest of the compared OMol25 structures with the same formula, charge and spin: 47.49 kJ/mol
* LUMO energy: -0.60 eV

***

[3]
# C8H9Cl3O3

One molecule with the formula C8H9Cl3O3 (ωB97M-V/def2-TZVPD, OMol25).

Each line ends with the Mulliken charge.
Geometry (Å):
C  -2.1228  0.1224  2.3842  -1.595
C  -1.6899  -0.1465  0.9592  0.676
C  -2.5069  -0.8872  0.2047  -0.196
Cl  -4.0695  -1.3460  0.9720  -0.214
O  -0.4425  0.2913  0.5264  -0.149
C  -0.1264  0.2166  -0.8340  -0.017
C  0.3195  1.5483  -1.4553  -1.365
C  0.9967  -0.7417  -1.1123  1.360
O  0.8854  -1.6390  -1.9032  -0.622
C  2.3881  -0.5939  -0.5062  -0.504
O  3.2738  -1.5428  -1.0277  -0.616
C  2.8510  0.2464  0.4549  0.568
Cl  2.0617  1.5013  1.2158  -0.142
Cl  4.4252  -0.0920  0.9409  -0.157
H  -2.0487  -0.8124  2.8407  0.434
H  -3.1136  0.5823  2.4817  0.435
H  -1.3310  0.8324  2.8429  0.260
H  -2.5172  -1.1582  -0.9090  0.284
H  -0.9177  -0.1268  -1.4899  0.078
H  -0.3577  2.4054  -1.1146  0.305
H  0.0595  1.5076  -2.5108  0.411
H  1.3625  1.7055  -1.2844  0.372
H  2.6204  -1.8729  -1.6759  0.394

Summary:
* energy above the lowest of the compared OMol25 structures with the same formula, charge and spin: 19.56 kJ/mol
* LUMO energy: -0.37 eV

***

[4]
# C8H9ClNO3P

A 2-piece molecular cluster, C8H9ClNO3P overall (ωB97M-V/def2-TZVPD, OMol25).

Each line ends with the Mulliken spin population.
Geometry (Å):
C  -0.3771  -1.9717  1.3666  0.340
C  -0.6808  -0.7521  1.9519  -0.088
C  -0.5047  -2.1295  -0.0037  -0.027
C  -1.1260  0.3006  1.1768  0.309
C  -0.9464  -1.0771  -0.7827  0.166
C  -1.2747  0.1538  -0.2066  0.216
C  -1.7689  1.2255  -1.0677  0.264
C  -2.1196  2.4482  -0.6866  0.685
N  3.2237  -0.6939  -0.8493  -0.001
O  2.6080  -0.8326  -1.8778  0.001
O  4.2879  -1.1865  -0.5643  0.000
O  1.5343  1.2461  -0.4583  0.005
P  2.3762  0.2786  0.5026  0.006
Cl  3.8988  1.5035  0.8663  0.001
H  -0.0490  -2.7955  1.9808  0.031
H  -0.5836  -0.6287  3.0198  -0.005
H  -0.2722  -3.0772  -0.4645  0.001
H  -1.3742  1.2406  1.6464  0.039
H  -1.0473  -1.2035  -1.8507  0.005
H  0.5903  1.0382  -0.5175  0.005
H  -1.8575  0.9550  -2.1126  0.004
H  -2.0577  2.7891  0.3318  0.027
H  -2.4793  3.1690  -1.4007  0.016

Summary:
* spin multiplicity: 3
* energy above the lowest of the compared OMol25 structures with the same formula, charge and spin: 0.00 kJ/mol
* LUMO energy (alpha / beta): 0.26 / -3.31 eV

***

[5]
# C8H9ClO

C8H9ClO as an isolated structure (ωB97M-V/def2-TZVPD, OMol25).

Each line ends with the Mulliken charge.
Geometry (Å):
C  0.5889  0.6506  1.0277  0.504
C  -0.8115  -1.4672  -0.2105  0.352
C  1.3818  0.4473  2.0997  -1.171
C  0.3935  2.0712  0.3767  -0.730
C  -1.3580  -0.7533  -1.5341  -0.480
C  -0.1830  1.8022  -1.0897  -0.619
C  -0.6569  0.3874  -0.9619  0.201
C  -0.1915  -0.2057  0.2056  0.130
O  -0.8405  -2.6088  0.0938  -0.692
Cl  0.9072  -5.0275  0.5556  -0.337
H  1.4388  -0.4708  2.5436  0.436
H  1.7807  1.4378  2.5395  0.239
H  -0.4248  2.5554  0.9503  0.282
H  1.2481  2.7297  0.4521  0.485
H  -0.8513  -1.0734  -2.3728  0.223
H  -2.4299  -0.8624  -1.7561  0.285
H  -0.9016  2.4696  -1.5671  0.328
H  0.7249  1.8308  -1.8545  0.202
H  0.1852  -3.9126  0.5021  0.360

Summary:
* energy above the lowest of the compared OMol25 structures with the same formula, charge and spin: 3.95 kJ/mol
* LUMO energy: 0.09 eV

***

[6]
# C8H9CuIO6

C8H9CuIO6 as an isolated structure (ωB97M-V/def2-TZVPD, OMol25).

Each line ends with the Mulliken charge.
Geometry (Å):
O  -3.4332  -0.5601  -3.3752  -0.403
C  -2.4641  -0.0236  -2.9786  0.786
O  -2.3887  1.2959  -2.5069  -0.348
C  -1.0654  1.5073  -1.9924  0.042
O  -0.6929  2.4750  -1.4678  -0.386
C  -0.2647  0.2138  -2.2969  1.071
C  1.2480  -0.0464  -1.9506  -1.083
O  1.2559  -1.0078  -0.8996  -0.194
C  1.4771  -0.4220  0.3851  -0.332
O  0.5286  -0.9244  1.3100  -0.324
C  0.3685  -0.0794  2.4502  -0.437
C  0.9769  -0.6659  3.7742  -0.273
O  0.4437  0.0107  4.9291  -0.505
C  -1.0724  -0.7210  -2.8944  -0.524
I  -0.6286  -2.6954  -3.5403  0.263
H  1.7747  -0.5241  -2.8214  0.422
H  1.8034  0.8957  -1.7308  0.400
H  2.4931  -0.7889  0.7208  0.242
H  1.5344  0.6959  0.3725  0.298
H  0.7669  0.9591  2.3285  0.324
H  -0.7435  0.0044  2.6297  0.293
H  0.6987  -1.7477  3.8865  0.236
H  2.0867  -0.5575  3.8420  0.253
H  -0.4409  0.3608  4.7357  0.299
Cu  -4.2619  2.3457  -2.9094  0.881

Summary:
* net charge: +1
* LUMO energy: -6.13 eV

***

[7]
# C8H9F

One molecule with the formula C8H9F (ωB97M-V/def2-TZVPD, OMol25).

Each line ends with the Mulliken charge.
Geometry (Å):
C  2.3897  -0.3588  -1.8566  -0.859
C  1.4001  -0.3985  -0.9944  0.074
C  0.1535  -1.0377  -1.1992  -0.098
C  -0.7079  -1.3806  -0.1828  -0.542
C  -0.3109  -0.9807  1.2028  -0.338
C  -0.3247  0.2869  1.7406  -0.262
C  -0.9636  1.5417  1.3484  -0.269
C  -1.6478  1.8073  0.2425  -0.203
F  -2.4530  2.8867  0.1579  -0.261
H  3.4653  -0.1817  -1.6348  0.231
H  2.2768  -0.6980  -2.8376  0.296
H  1.3766  -0.0140  0.0313  0.250
H  -0.1312  -1.3656  -2.2468  0.262
H  -1.6389  -1.8628  -0.1752  0.426
H  0.1420  -1.7592  1.8249  0.295
H  -0.0164  0.2068  2.8179  0.238
H  -1.0587  2.2329  2.1492  0.351
H  -1.9510  1.0754  -0.3881  0.408

Summary:
* energy above the lowest of the compared OMol25 structures with the same formula, charge and spin: 85.31 kJ/mol
* LUMO energy: 0.44 eV

***

[8]
# C8H9HoNO5

C8H9HoNO5 as an isolated structure (ωB97M-V/def2-TZVPD, OMol25).

Each line ends with the Mulliken spin population.
Geometry (Å):
O  0.5161  -2.3229  -4.3119  0.001
C  0.5897  -1.7401  -3.3016  -0.008
Ho  1.8692  -0.4785  -1.4077  4.033
O  -2.7956  0.2978  -4.4989  0.000
C  -2.0512  0.0910  -3.6670  0.000
C  2.8568  0.1037  -3.6583  -0.011
O  3.3232  0.4470  -4.6770  0.002
C  0.9097  1.3878  -2.8681  -0.007
O  0.6359  2.1997  -3.6436  0.001
C  -0.8697  -0.0336  3.5210  0.000
N  -0.1233  -0.3830  2.2901  -0.001
C  1.0490  -1.2815  2.3710  0.001
C  -0.3891  0.2595  1.1270  -0.001
C  -1.4875  1.2555  1.0266  0.000
O  0.3627  0.0065  0.0910  -0.010
H  -0.4115  -0.6053  4.3293  0.000
H  -1.9259  -0.3005  3.4037  0.000
H  -0.7871  1.0452  3.7039  0.000
H  0.9174  -2.1664  1.7251  0.000
H  1.9749  -0.7550  2.0770  0.000
H  1.1227  -1.5932  3.4201  0.000
H  -1.0535  2.2031  0.6616  0.000
H  -2.2355  0.9092  0.2995  0.000
H  -1.9973  1.4540  1.9871  0.000

Summary:
* net charge: +3
* spin multiplicity: 5
* LUMO energy (alpha / beta): -14.25 / -14.86 eV

***

[9]
# C8H9IN

A 2-piece molecular cluster, C8H9IN overall (ωB97M-V/def2-TZVPD, OMol25).

Each line ends with the Mulliken charge.
Geometry (Å):
C  -0.1816  2.1129  1.8050  -0.189
C  -1.3568  1.8265  1.2814  -0.675
C  0.9847  1.6932  1.1876  -0.847
C  -1.4641  1.0079  0.1925  0.243
C  0.8621  0.8892  0.1601  0.151
C  0.9367  -3.2185  -0.8492  -0.781
C  0.0511  -2.7113  -0.1385  0.188
C  -0.4088  -0.2727  -1.4752  -0.489
N  -0.4107  0.5265  -0.4163  0.223
I  1.2836  -0.3697  -2.7898  0.130
H  -0.1536  2.6737  2.7075  0.422
H  -2.2766  2.1641  1.6914  0.415
H  1.8448  2.0262  1.5789  0.541
H  -2.4806  0.8170  -0.3562  0.263
H  1.7830  0.4934  -0.4503  0.112
H  1.3034  -4.2949  -0.9467  0.248
H  1.6941  -2.8117  -1.5437  -0.001
H  -0.6402  -2.2661  0.4037  0.661
H  -1.3704  -0.2854  -2.0423  0.386

Summary:
* net charge: +1
* energy above the lowest of the compared OMol25 structures with the same formula, charge and spin: 462.22 kJ/mol
* LUMO energy (alpha / beta): -5.64 / -4.43 eV

***

[10]
# C8H9N

One molecule with the formula C8H9N (ωB97M-V/def2-TZVPD, OMol25).

Each line ends with the Mulliken charge.
Geometry (Å):
C  -2.3206  0.6222  -1.3824  0.407
C  -1.5642  0.1182  -0.5944  -0.953
C  -0.7153  -0.4005  0.5049  0.164
C  -0.7410  -1.9556  0.3274  -0.826
C  0.4998  -1.2109  0.0549  0.320
C  1.3668  -0.4337  -0.9140  -0.724
C  1.4928  0.8555  -0.5676  -0.310
C  0.7650  1.4694  0.6562  -0.644
N  -0.0872  0.5082  1.4239  -0.478
H  -2.9316  0.9699  -2.2075  0.462
H  -0.6648  -2.6176  1.1684  0.244
H  -1.3880  -2.3277  -0.4464  0.273
H  1.1179  -1.3345  0.9507  0.247
H  1.9915  -0.9681  -1.6275  0.368
H  2.2328  1.5027  -0.9794  0.428
H  0.1688  2.3467  0.3495  0.332
H  1.5748  1.8927  1.3052  0.401
H  -0.7977  0.9628  1.9783  0.287

Summary:
* energy above the lowest of the compared OMol25 structures with the same formula, charge and spin: 476.29 kJ/mol
* LUMO energy: 1.09 eV

***

Repeat the second record exactly.
# C8H9BN2OS

C8H9BN2OS as an isolated structure (ωB97M-V/def2-TZVPD, OMol25).

Each line ends with the Mulliken charge.
Geometry (Å):
C  2.1755  -0.8313  0.4756  -0.960
C  2.1920  -0.4053  -1.0352  -0.506
B  0.9921  0.6469  -1.2805  0.289
O  1.1187  1.6696  -2.2234  -0.567
C  -0.3099  0.4739  -0.3624  0.528
C  -0.6490  1.5184  0.4554  -0.697
C  -1.7889  1.4357  1.3601  -0.633
C  -2.5399  0.3023  1.4096  -0.677
C  -2.2381  -0.8066  0.5452  0.639
N  -2.8888  -1.9899  0.4705  -0.635
S  -2.0642  -2.8356  -0.6389  0.149
N  -0.8634  -1.8265  -1.1026  -0.520
C  -1.1070  -0.7335  -0.3535  0.750
H  1.3275  -1.4951  0.7113  0.215
H  2.1719  0.0380  1.1514  0.295
H  3.0812  -1.4432  0.6576  0.352
H  3.1181  0.1676  -1.2277  0.312
H  2.0428  -1.2639  -1.7100  0.325
H  1.6384  2.3898  -1.8368  0.312
H  -0.0458  2.4313  0.4253  0.284
H  -1.9768  2.2994  2.0044  0.366
H  -3.3865  0.2580  2.1045  0.378

Summary:
* energy above the lowest of the compared OMol25 structures with the same formula, charge and spin: 47.49 kJ/mol
* LUMO energy: -0.60 eV